The following is a quantum chemistry calculation of a cluster of 2 separate species, C5H12S in total, from OMol25.

Cartesian coordinates (Å):
C  1.404899  1.621977  2.047716
C  2.278648  0.778621  1.507345
C  1.892785  -0.671070  1.560594
H  1.539936  2.702789  2.058941
H  0.500939  1.252499  2.510908
H  3.197770  1.037703  1.035302
H  2.745114  -1.430074  1.410483
H  1.469410  -0.970776  2.461132
H  1.364303  -0.760229  0.595021
C  -0.402620  0.651387  -2.199383
C  -0.680145  -0.057990  -0.863103
S  -2.091357  -1.106573  -0.881192
H  -0.912651  1.624960  -2.302248
H  -0.879588  0.095873  -3.056904
H  0.631818  0.714223  -2.328067
H  0.223073  -0.576213  -0.663155
H  -0.736226  0.779700  -0.192540
H  -2.643595  -0.702848  0.251189

Forces on the atoms, in the same order (eV/Å):
C 0.6440 0.8652 -0.2529
C -1.0249 -0.5311 1.3752
C 3.0202 -0.9042 -3.0994
H 0.0377 -0.2105 -0.0798
H -0.0595 -0.0791 0.0653
H 0.4369 0.4908 -0.2870
H -0.7330 1.3910 0.2620
H -1.5720 -0.3232 1.1870
H -0.5161 -0.7711 1.0896
C -3.0159 -0.6734 -1.2422
C 0.7053 1.8320 -1.1847
S -0.7045 -0.5904 -0.2358
H 0.4779 -0.1817 0.4350
H 0.8536 0.1545 0.6905
H 1.5604 0.4126 -0.4891
H 0.3744 -0.8171 0.4280
H -0.3251 -0.1434 0.9633
H -0.1594 0.0788 0.3750

Results
net charge: 0
highest occupied orbital energy: -9.01 eV
SMILES: C=CC.CCS
energy: -16213.082 eV
ΔE to the lowest compared entry with this formula, charge and spin: 39.1 kcal per mole

***

The following is a quantum chemistry calculation of a structure of composition C5H12S, from OMol25.

Cartesian coordinates (Å):
C  1.972030  -0.191576  -0.490342
C  1.294288  -0.146870  0.835095
C  -0.084358  0.406440  0.592844
C  -0.924791  -0.545263  -0.310305
C  -2.389596  -0.233643  0.010735
H  2.881811  -1.143023  -0.701586
H  2.638132  0.967121  -0.610131
H  1.078873  -0.215100  -1.605569
H  1.940240  0.335083  1.683910
H  1.175832  -1.137850  1.166907
H  -0.805728  0.461640  1.448992
H  1.042642  1.850304  -0.935333
H  -0.506560  -1.528291  0.057433
H  -0.706630  -0.419120  -1.296420
H  -2.582063  0.703096  -0.351611
H  -3.132709  -0.942646  -0.512249
H  -2.662463  -0.338834  1.010191
S  -0.228949  2.118540  0.007439

Forces on the atoms, in the same order (eV/Å):
C 3.5091 1.1138 -4.8915
C 0.9054 1.1329 1.1821
C -2.5566 0.4798 0.6045
C 0.1281 -0.7570 4.2028
C -0.3985 -4.0694 -2.3575
H -3.0275 3.0822 0.8044
H -1.8490 -3.7515 -0.0316
H 3.2476 -0.0449 3.7387
H -1.2382 -0.3719 -1.7721
H -0.3608 -1.4298 0.5688
H 1.4998 -0.1660 0.2134
H -3.0677 1.1208 1.8971
H -1.1934 0.3936 -0.7732
H 0.3269 0.2118 -2.7580
H -0.6963 2.5518 -0.6900
H 1.2029 0.9448 0.4092
H -0.0619 0.0604 1.9118
S 3.6302 -0.5015 -2.2590

Results
net charge: 0
highest occupied orbital energy: -8.80 eV
energy: -16210.742 eV
ΔE to the lowest compared entry with this formula, charge and spin: 93.0 kcal per mole

***

Values of E_LUMO, in order: 0.0335; 0.0290, all in Ha.